C61H117NO14 | the ωB97M-V functional and the def2-TZVPD basis

```
193
Properties=species:S:1:pos:R:3:forces:R:3
C -2.6955 3.6763 -1.8884 0.470 0.141 -0.780
C -2.9912 2.1822 -1.9350 -1.296 2.243 -0.503
C -3.3632 1.9573 -0.5066 -0.670 1.738 -2.445
O -2.4308 2.7830 0.2048 0.086 4.179 -10.663
C -1.8467 3.7972 -0.6080 -2.505 -0.227 -2.006
H -3.6446 4.2102 -1.8417 -0.068 0.100 0.427
H -2.2076 4.0542 -2.7869 -0.350 -0.017 0.402
H -2.1764 1.5461 -2.2807 0.027 0.517 0.161
H -3.8857 1.9715 -2.5212 0.625 0.697 -0.258
H -3.2261 0.9197 -0.2023 -1.451 4.356 -3.122
H -4.3327 2.3767 -0.2375 -0.474 -0.393 -0.354
H -0.7971 3.6310 -0.8505 -2.431 -0.890 1.856
H -1.9564 4.8104 -0.2215 -0.105 -0.172 0.730
C 2.6816 -2.7795 -2.0412 0.235 -0.066 -0.511
C 1.9312 -2.1096 -0.9551 -0.656 -1.127 0.744
C 2.2640 -3.0052 0.2318 1.112 0.789 -1.490
O 2.3531 -4.3360 -0.2694 0.233 -0.480 -1.114
C 2.6149 -4.2689 -1.6879 -0.019 0.705 -0.377
H 3.7116 -2.4319 -1.9611 0.142 -0.231 -0.542
H 2.2865 -2.5833 -3.0379 0.137 0.032 -0.107
H 0.8449 -2.0784 -1.0400 1.562 -0.798 -1.023
H 2.2522 -1.0934 -0.7266 -0.644 -1.379 0.217
H 1.5372 -2.9089 1.0384 1.380 -0.533 -0.919
H 3.2330 -2.6838 0.6136 -0.372 -0.367 -0.277
H 1.8154 -4.7755 -2.2285 0.259 -0.031 0.137
H 3.5620 -4.6696 -2.0491 0.149 -0.686 0.779
C -0.5270 -5.0165 -1.2544 -0.046 -0.760 -0.618
C -0.6822 -3.9687 -0.2089 0.776 0.477 -1.682
C -1.5360 -2.9123 -0.9331 -0.488 -2.828 0.349
O -2.4173 -3.7444 -1.6993 2.399 -2.766 0.363
C -1.9376 -5.0970 -1.7909 0.850 0.077 0.411
H -0.1158 -5.9645 -0.9076 -0.164 -0.100 0.153
H 0.1348 -4.6987 -2.0601 -0.214 0.279 0.123
H 0.2959 -3.5572 0.0404 -1.022 -0.883 -0.617
H -1.2339 -4.2831 0.6771 0.597 -0.419 -2.044
H -0.9425 -2.1979 -1.5037 -0.884 -1.912 -0.989
H -2.1208 -2.3852 -0.1793 -0.380 -0.023 -0.854
H -1.9306 -5.4441 -2.8241 -0.550 0.013 0.025
H -2.4904 -5.7446 -1.1103 -0.548 -0.091 -0.311
C 1.7297 0.6213 -2.3411 0.743 1.343 0.405
C 2.3245 0.5921 -3.7157 1.905 0.013 0.028
C 3.7249 1.2322 -3.4235 -0.519 1.087 -0.278
O 3.4272 2.2660 -2.4968 -0.019 0.645 -0.579
C 2.4594 1.7525 -1.5918 0.481 -1.598 -3.262
H 1.8703 -0.2962 -1.7696 -0.250 1.000 -1.247
H 0.6794 0.9072 -2.3984 1.103 0.207 -0.251
H 1.6843 1.2242 -4.3311 0.883 -0.308 -0.218
H 2.3819 -0.3999 -4.1638 0.110 -0.074 0.028
H 4.1944 1.7682 -4.2483 0.030 -0.414 -0.357
H 4.4825 0.6570 -2.8912 -0.236 -1.107 -0.799
H 1.8264 2.5984 -1.3238 0.531 -2.431 -1.237
H 3.0457 1.4766 -0.7153 -1.078 -2.104 -2.659
C 4.2057 -0.6224 -0.3259 1.190 0.670 -0.049
C 5.3071 0.4517 -0.4509 0.173 0.194 -0.202
C 5.0746 1.4008 0.7342 0.245 -0.085 -0.308
O 3.7081 1.1720 1.1627 5.315 -4.249 0.160
C 3.5068 -0.2260 0.9633 0.590 -0.794 1.507
H 4.6059 -1.6362 -0.3293 0.056 0.174 0.303
H 3.5264 -0.5636 -1.1763 1.064 0.389 0.154
H 5.1850 1.0062 -1.3813 0.009 0.086 0.264
H 6.3325 0.0838 -0.4876 -0.063 -0.263 0.256
H 5.2369 2.4334 0.4251 -0.679 0.231 0.002
H 5.8181 1.2725 1.5209 -0.285 -0.506 0.444
H 2.4530 -0.4919 1.0464 1.209 0.811 -0.462
H 3.8649 -0.7337 1.8588 0.875 0.005 -0.528
C 0.5923 0.6032 0.7437 -0.208 0.265 -1.991
C -0.3843 0.9356 -0.4080 -0.112 -0.743 1.286
C -0.4306 -0.3836 -1.1154 0.072 0.223 -0.274
O -0.2566 -1.4126 -0.1343 0.124 4.697 0.790
C 0.3934 -0.8923 1.0126 0.621 4.939 -2.201
H 0.4437 1.2371 1.6179 -0.226 -0.809 -2.384
H 1.6257 0.7840 0.4480 -0.834 -0.058 -0.311
H -0.1781 1.8223 -1.0074 0.183 -0.828 0.313
H -1.3711 1.0905 0.0283 1.357 0.281 -0.336
H 0.2998 -0.4244 -1.9235 -0.790 -1.302 1.177
H -1.3737 -0.6016 -1.6165 2.724 1.843 1.557
H 1.3823 -1.3380 1.1205 -1.176 0.014 0.172
H -0.2169 -1.0101 1.9080 0.680 1.558 -2.463
C -2.4580 -1.0257 1.7961 -0.717 0.467 0.087
C -3.7589 -1.0996 2.5921 -0.287 -0.156 -0.045
C -4.7561 -1.1962 1.4694 -0.008 0.436 0.125
O -4.1813 -0.3750 0.4091 -1.909 -2.610 4.807
C -2.8514 -0.1265 0.6157 2.452 -3.424 4.194
H -2.2501 -2.0455 1.4722 -0.407 1.489 -0.234
H -1.6563 -0.6439 2.4283 -0.706 0.139 -0.670
H -3.9983 -0.2403 3.2184 0.507 0.048 0.007
H -3.7922 -2.0162 3.1810 -0.082 0.038 0.307
H -5.7451 -0.8116 1.7186 0.037 0.092 -0.164
H -4.8563 -2.2488 1.2045 0.008 -0.008 -0.752
H -2.7556 0.9263 0.8815 1.047 -2.143 2.113
H -2.3361 -0.3058 -0.3279 -0.223 -0.390 0.870
C -1.2994 -3.7364 3.8718 -0.626 0.416 1.237
C -1.4741 -3.7192 2.3856 -0.346 -1.688 0.702
C -0.3537 -2.8289 1.8514 -1.903 -3.006 2.868
O -0.1253 -1.9522 2.9314 -2.460 -2.602 4.839
C -0.9161 -2.3052 4.1084 0.485 -0.467 -0.118
H -0.5512 -4.4286 4.2580 0.136 0.041 -0.324
H -2.1880 -3.8986 4.4819 -0.351 -0.407 -0.330
H -2.4300 -3.2667 2.1217 -0.062 -0.927 0.357
H -1.4517 -4.7270 1.9710 -0.136 -0.029 0.850
H -0.6717 -2.2744 0.9685 -0.213 -1.759 1.697
H 0.5018 -3.4687 1.6349 -0.693 0.361 1.069
H -1.7958 -1.6645 4.1704 0.100 0.154 -0.036
H -0.3342 -2.2254 5.0266 -0.261 0.475 -0.233
C 2.1026 -2.9188 4.4162 -0.413 1.671 -0.444
C 2.1154 -4.1869 3.6192 0.199 -0.737 -0.186
C 3.1873 -3.9791 2.5243 -1.265 0.762 2.692
O 3.3060 -2.5035 2.5099 2.543 -2.071 -0.255
C 2.3837 -1.8589 3.3394 -0.395 -0.926 -0.017
H 2.9247 -2.7926 5.1208 -0.024 -0.636 0.315
H 1.1436 -2.6874 4.8796 0.785 -0.473 0.314
H 1.1919 -4.3626 3.0674 -0.153 -0.045 0.714
H 2.3418 -5.0408 4.2577 -0.140 -0.224 -0.183
H 2.7705 -4.4363 1.6269 1.022 0.266 0.118
H 4.0511 -4.5028 2.9337 0.700 0.602 -0.756
H 1.4961 -1.6562 2.7401 1.392 -0.170 0.993
H 2.7104 -0.8876 3.7107 0.788 -1.536 -0.771
C -1.7797 3.6422 2.9465 -0.420 1.488 -0.481
C -1.1750 3.1000 4.2449 -1.264 0.221 -0.177
C -1.9145 1.8014 4.2646 0.100 -0.717 0.932
O -2.0782 1.3726 2.8937 0.668 -1.151 3.109
C -1.8539 2.4275 1.9757 0.349 0.280 8.240
H -1.1176 4.4359 2.6004 -0.995 -0.285 0.028
H -2.7572 4.1170 3.0310 -0.403 -0.382 0.737
H -1.2844 3.7782 5.0911 -0.531 -0.178 0.150
H -0.0984 2.9455 4.1726 -1.965 -0.155 1.101
H -2.8453 1.9587 4.8095 -0.570 -0.221 -0.393
H -1.3287 1.0737 4.8262 -1.246 -0.134 -0.300
H -2.7178 2.4629 1.3119 0.020 -0.617 5.495
H -0.8584 2.3959 1.5328 -0.867 -0.749 -0.314
C 0.6213 0.5194 4.7480 -0.649 -0.328 -1.068
C 1.9849 0.2004 5.3036 0.043 0.830 1.046
C 2.8498 1.0045 4.3292 0.630 -0.003 1.258
O 2.2039 0.9162 3.0870 -1.187 -6.595 4.591
C 0.8127 0.7549 3.2446 -0.102 -2.107 2.900
H 0.1618 1.4602 5.0509 1.069 -0.410 1.230
H -0.1448 -0.2529 4.8168 0.402 0.108 0.568
H 2.3171 -0.8377 5.3155 -0.668 0.412 0.227
H 1.9875 0.5248 6.3442 0.532 0.322 0.016
H 3.8660 0.6226 4.2314 0.062 -0.217 -0.162
H 2.9770 2.0403 4.6441 -0.262 0.409 -0.048
H 0.5480 -0.1645 2.7224 0.206 1.630 1.178
H 0.2742 1.6425 2.9123 -0.033 -1.026 0.800
C -0.2880 3.9167 -3.6249 0.001 0.045 1.531
C 0.9882 3.8136 -4.4172 0.908 1.301 -1.058
C 1.9280 4.8348 -3.7540 -2.024 -0.515 0.115
O 1.5695 4.6198 -2.3686 -0.871 1.078 -1.937
C 0.1992 4.0433 -2.2029 1.039 2.852 -3.457
H -0.8717 2.9964 -3.6449 0.517 1.686 0.924
H -0.9371 4.7198 -3.9740 0.394 0.556 0.203
H 0.6957 4.0860 -5.4313 0.892 0.109 -0.127
H 1.4150 2.8112 -4.3840 0.054 0.867 -0.009
H 1.6307 5.8485 -4.0225 -0.001 0.211 -0.071
H 2.9981 4.7446 -3.9403 -0.105 -0.464 0.423
H -0.4438 4.7476 -1.6752 1.075 0.555 -0.873
H 0.1504 3.1169 -1.6306 1.283 0.240 -1.336
C -1.6691 1.1222 -6.0641 0.196 -0.186 -0.047
C -1.9021 0.1861 -4.9017 0.037 0.182 -1.445
C -0.6319 0.3599 -4.0722 -2.179 -0.444 -0.680
O -0.2155 1.6764 -4.3080 -0.290 -2.019 -0.957
C -0.9151 2.2734 -5.4275 -0.503 -1.477 -1.113
H -2.5874 1.4493 -6.5517 0.125 -0.116 -0.156
H -1.0257 0.5503 -6.7328 0.018 0.466 -0.562
H -1.9555 -0.8483 -5.2414 -0.338 0.103 -0.308
H -2.8189 0.4497 -4.3743 0.318 0.108 -0.074
H 0.1276 -0.3757 -4.3371 0.142 0.012 -0.004
H -1.0080 0.1701 -3.0670 1.008 0.824 -0.317
H -0.2110 2.7357 -6.1193 -0.146 -0.297 0.138
H -1.5541 3.0501 -5.0073 -0.416 -0.370 -0.891
C -3.8548 -2.1997 -2.6811 -1.550 -0.467 -0.319
C -5.1854 -1.6016 -2.3245 -1.021 0.815 0.350
C -4.8313 -0.1902 -1.8644 -2.251 0.415 -1.770
O -3.7175 0.1323 -2.6251 2.671 -2.609 -1.863
C -2.8698 -1.0754 -2.7175 -1.840 -0.090 0.210
H -3.9172 -2.6924 -3.6514 0.082 -0.074 -0.181
H -3.5885 -2.9941 -1.9839 -1.363 1.374 -0.751
H -5.7270 -2.1181 -1.5320 0.027 -0.326 0.041
H -5.8419 -1.5703 -3.1941 -0.167 0.121 -0.008
H -4.6518 -0.0407 -0.7997 -1.060 -0.261 -2.540
H -5.5876 0.5327 -2.1703 -0.434 0.099 -0.232
H -2.1560 -1.0671 -1.8937 -3.643 -1.464 -1.247
H -2.2365 -1.1176 -3.6037 -0.879 -0.137 0.795
N 0.2634 4.1462 1.6732 2.702 0.176 0.474
C 1.0336 3.3005 2.4288 0.718 1.543 -2.201
C 2.0652 2.5373 1.8964 1.413 7.280 -2.698
C 2.3764 2.7420 0.5461 -2.522 5.311 1.503
C 1.6277 3.6967 -0.2127 1.033 -0.630 4.597
C 0.5496 4.3255 0.4057 2.129 0.273 0.711
H 0.7098 3.1946 3.4537 1.948 1.089 -1.387
H 2.7402 1.9124 2.4624 -0.143 3.824 -1.929
H 3.1578 2.1315 0.1184 -1.122 3.893 1.792
H 1.9177 3.9184 -1.2291 0.785 0.479 1.837
H -0.0451 5.0399 -0.1441 0.518 0.441 0.762
```
Positions in Å, forces in eV/Å.

For the relative energy (zero: lowest compared OMol25 entry of this formula, charge and spin), the calculation gives 1040.91 kcal per mole. The value obtained for the total energy is -95253.4007 eV. The calculation puts the HOMO energy at -6.9 eV.